20
Properties=species:S:1:pos:R:3:forces:R:3 method="wB97M-V/def2-TZVPD" e_above_lowest_kcal_mol=318.8 lumo_ev=-4.2 e_tot_ev=-11405.3934 spin_multiplicity=1
C 0.338175 -0.394025 -0.251929 3.8 -1.0 0.5
N 1.206045 -1.416909 -0.386378 -2.5 1.8 -0.4
C 0.744075 -2.685950 -0.318024 -0.2 -2.3 0.6
N -0.499117 -2.974430 -0.407350 -0.2 0.8 0.6
O -1.564323 0.934875 2.214103 0.9 -0.6 -0.1
C 0.576430 0.640067 0.810033 1.5 1.1 -0.7
C 0.627386 1.990169 0.134620 -0.4 -0.8 0.2
H -0.794930 -0.892752 0.020904 -2.1 -0.6 0.2
H 0.224603 0.147992 -1.238377 -0.6 1.4 -1.0
H -1.578852 -0.608263 0.063162 0.9 0.1 -0.1
H 1.494022 -3.478418 -0.192931 0.1 0.5 0.0
H -0.760926 -3.921629 -0.163354 0.5 -0.2 -0.5
H -0.442388 0.692342 1.410957 -2.1 0.2 1.2
H 1.466776 0.425644 1.409854 -0.3 -0.4 -0.1
H 1.521572 1.883984 -0.504609 0.1 0.6 0.1
H -0.255547 1.939197 -0.540039 0.6 1.2 0.7
H 0.696266 2.863909 0.779233 0.0 -0.1 0.0
H -0.033945 2.185399 -2.608442 0.3 -0.1 0.1
H -2.444792 1.151513 1.877358 0.3 0.1 -0.6
O -0.520533 1.517282 -2.108789 -0.6 -1.4 -0.8



20
Properties=species:S:1:pos:R:3:forces:R:3 method="wB97M-V/def2-TZVPD" e_above_lowest_kcal_mol=62.7 lumo_ev=0.8 e_tot_ev=-11416.4973 spin_multiplicity=1
C -1.645284 -0.537136 1.366792 -4.0 1.7 2.8
N -1.630068 0.757446 0.779004 3.4 -3.3 -1.6
C 0.598926 1.559741 0.444192 1.2 -0.9 0.3
C -0.595493 0.988601 -0.308575 1.3 1.2 1.0
C -0.191420 -0.293868 -1.068106 -3.3 1.2 -1.9
N 0.875654 0.013266 -2.032514 1.5 0.1 2.1
O -0.817015 -1.342913 1.688224 1.7 0.3 -1.3
H -2.654551 -0.745743 1.920307 0.8 0.8 -1.3
H -2.439486 1.267880 0.623316 -2.1 0.3 0.1
H 1.097776 0.757453 1.068723 -1.0 0.9 0.0
H 0.335172 2.459755 0.973604 -0.2 0.0 0.7
H 1.428152 1.860859 -0.164986 0.3 0.3 -1.0
H -0.921069 1.784747 -1.089933 0.1 -1.5 1.4
H -0.164626 -1.222927 -0.508397 0.5 0.2 0.3
H -1.189879 -0.340878 -1.624887 1.3 -0.8 -0.1
H 1.021870 -0.785484 -2.638185 0.1 0.0 0.0
H 1.776321 0.133204 -1.449500 -1.7 -0.3 -1.5
H 1.571661 -1.498345 0.265670 -0.9 2.6 -0.6
H 1.673653 -2.458997 1.369115 0.4 -0.1 -1.9
O 1.869708 -2.356660 0.386134 0.6 -2.6 2.6



20
Properties=species:S:1:pos:R:3:forces:R:3 method="wB97M-V/def2-TZVPD" e_above_lowest_kcal_mol=15.2 lumo_ev=0.8 e_tot_ev=-11418.5561 spin_multiplicity=1
C -0.420787 0.353165 -1.673944 0.6 0.6 -0.4
C -0.356000 -0.868687 -0.781416 -0.7 -0.2 0.4
C 0.024557 -0.513906 0.675625 -0.9 -0.1 -0.1
C 1.376172 0.113588 0.844942 0.4 -0.1 0.1
N 2.320015 -0.724414 1.384636 -0.5 0.1 0.1
O 1.656418 1.248420 0.502091 -0.1 0.1 0.1
N -1.617218 -1.625409 -0.721976 0.2 -0.3 0.1
H -1.326223 0.934312 -1.513162 -0.3 -0.1 0.1
H -0.358441 0.094985 -2.735153 -0.2 -0.1 0.1
H 0.397771 1.054985 -1.477724 0.0 -0.3 0.0
H 0.351513 -1.587913 -1.174975 0.5 0.0 -0.1
H -0.751794 0.160443 1.056441 0.3 0.2 -0.1
H -0.083025 -1.407447 1.288152 0.2 -0.2 -0.1
H 3.162418 -0.281591 1.723044 0.0 -0.2 0.0
H 1.951983 -1.530188 1.873802 0.5 0.2 -0.1
H -1.705418 -2.270999 -1.493311 0.0 0.1 -0.1
H -2.450815 -1.056801 -0.684493 0.1 0.2 0.0
H -0.072569 2.630600 1.398908 0.0 -0.1 0.0
H -1.073095 2.639572 0.268170 0.0 0.0 0.5
O -1.025460 2.637285 1.240345 0.0 0.1 -0.5



20
Properties=species:S:1:pos:R:3:forces:R:3 method="wB97M-V/def2-TZVPD" e_above_lowest_kcal_mol=18.8 lumo_ev=0.7 e_tot_ev=-11418.4029 spin_multiplicity=1
N -0.731568 -2.473827 0.215156 -0.2 0.9 -0.8
C -0.013914 -2.846371 -0.911676 1.2 -0.4 -0.9
O -0.480895 -2.245313 -2.144670 -0.7 -0.2 2.7
O 0.942974 -3.615815 -0.894930 -2.3 1.6 -0.5
H -1.002053 -1.475915 0.259911 0.0 -0.9 -0.1
H -0.428295 -2.896310 1.082286 0.2 0.1 -0.3
H -1.345135 -1.759858 -1.943051 1.7 -0.9 -0.3
C 1.391373 1.878929 -0.049651 0.4 -0.2 0.3
C 0.269660 0.907355 0.341946 0.4 -0.7 -0.7
C -0.438814 1.365832 1.597335 -2.2 -0.2 -0.6
N -0.695218 0.646152 -0.788916 0.7 0.1 0.3
H 2.186008 1.875024 0.727481 -0.5 0.2 -0.3
H 1.889723 1.550928 -0.968633 -0.2 0.1 0.0
H 0.997470 2.904740 -0.182668 0.2 -0.4 0.1
H 0.696391 -0.082851 0.586800 0.1 0.4 -0.3
H -1.312187 0.668579 1.812806 0.9 1.0 -0.3
H 0.180256 1.317055 2.465817 0.7 0.1 0.5
H -0.824005 2.407046 1.470093 0.2 -0.7 0.2
H -0.193821 0.324452 -1.642025 -0.2 0.3 1.0
H -1.087951 1.550169 -1.033412 -0.2 -0.1 -0.1



20
Properties=species:S:1:pos:R:3:forces:R:3 method="wB97M-V/def2-TZVPD" e_above_lowest_kcal_mol=162.9 lumo_ev="-0.3 / -0.3" e_tot_ev=-11412.1516 spin_multiplicity=1
C 0.126089 0.804323 -0.944910 0.0 -2.8 -0.5
C -1.327813 1.202026 -1.133150 0.0 -0.1 0.2
C 0.871070 1.460471 0.116056 0.4 1.6 1.2
O 2.218831 1.423556 -0.057390 -0.3 -0.2 -0.1
O 0.411770 2.057431 1.092801 0.5 -0.6 -1.0
H 2.616615 1.882980 0.697891 -0.2 0.0 0.0
H 0.250049 -0.509471 -0.725734 -0.5 3.8 0.0
H 0.685129 0.872850 -1.877898 0.1 0.1 0.0
H -1.856448 0.455632 -1.729114 0.1 0.0 0.0
H -1.420089 2.154372 -1.659884 0.0 0.0 0.1
H -1.838368 1.288354 -0.175142 0.0 0.0 0.0
C 0.135823 -2.054522 -0.623678 -0.5 -2.4 1.8
N -0.094303 -1.464627 1.308804 1.6 -2.2 -0.5
N -0.477972 -0.411708 2.002331 -2.2 1.5 1.2
H 0.726747 -1.848483 1.797024 0.4 0.1 -1.8
H -1.237270 -0.634966 2.647404 -0.4 0.4 -0.9
H -0.312814 0.599870 1.911177 0.8 -0.9 -0.3
H 0.955078 -2.694466 -0.302258 0.0 0.1 0.3
H -0.763576 -2.671156 -0.654576 -0.1 0.3 0.5
H 0.331451 -1.912467 -1.689756 0.1 1.3 0.0



21
Properties=species:S:1:pos:R:3:forces:R:3 method="wB97M-V/def2-TZVPD" e_above_lowest_kcal_mol=58.7 lumo_ev=0.7 e_tot_ev=-22251.2316 spin_multiplicity=1
C -0.791511 1.297582 0.754011 1.7 -0.5 1.3
C 0.145930 1.248013 -1.649479 1.0 -1.0 0.7
C -1.693828 -1.451430 0.337595 1.4 3.9 2.0
C -0.198365 0.466677 -0.342396 -0.4 -0.3 -0.8
N 1.709551 -0.948837 1.538314 -5.1 -0.2 -2.1
N -0.994834 -0.629537 -0.681742 -2.7 0.7 2.1
O 2.281942 1.183320 0.444854 -0.3 0.4 -0.8
O 2.005745 -0.884873 -0.928967 -0.1 -0.2 -1.6
S 1.522581 0.014416 0.068593 3.2 -0.8 3.7
H -1.169714 0.773248 1.662466 0.5 0.1 -0.9
H -1.566145 1.811875 0.297150 -1.6 1.3 -0.6
H 0.033845 1.956747 1.040985 -0.5 0.3 0.3
H 1.136533 1.667505 -1.491642 0.1 0.2 -0.6
H 0.124601 0.548554 -2.484776 0.3 0.1 0.1
H -0.474268 2.060548 -1.887217 -1.3 1.0 0.1
H -2.621899 -1.048054 0.833778 0.5 -0.4 -1.4
H -1.706082 -2.336941 -0.139853 -1.1 -3.3 -1.0
H -1.018091 -1.523589 1.189711 0.1 -0.5 0.3
H 1.300652 -1.821238 1.126612 0.5 0.4 1.1
H 2.645218 -1.151572 1.665098 2.7 0.0 0.0
H -0.671861 -1.232410 -1.353093 1.3 -1.1 -2.1



20
Properties=species:S:1:pos:R:3:forces:R:3 method="wB97M-V/def2-TZVPD" e_above_lowest_kcal_mol=93.6 lumo_ev=0.6 e_tot_ev=-17245.7480 spin_multiplicity=1
C 0.749104 -0.001926 -0.781908 0.3 -3.2 2.7
C 0.521457 2.080483 -1.869634 0.2 0.1 -0.3
C -1.175345 1.354275 -0.215045 -0.4 0.0 0.3
C 0.736212 -0.673210 2.034660 0.2 0.1 0.2
N 0.049626 1.079859 -0.924376 -0.4 0.7 -0.1
N 0.008283 -1.101484 0.893628 0.6 1.9 -3.0
O 1.716576 -0.487056 -1.256851 -0.4 0.5 -0.1
Si -0.538877 -2.646791 0.464149 -0.2 0.5 0.1
H 1.503277 1.787740 -2.236931 -0.1 0.0 0.0
H -0.167754 2.165232 -2.711350 0.0 0.0 0.0
H 0.600176 3.049522 -1.374061 0.0 0.0 0.0
H -1.458005 0.445774 0.315665 0.0 0.2 0.0
H -1.031190 2.170436 0.497712 0.0 0.0 -0.1
H -1.951820 1.639822 -0.927693 0.0 0.0 0.0
H 0.680281 0.416790 2.130250 0.1 0.0 0.2
H 0.279667 -1.108074 2.930065 0.1 0.0 0.2
H 1.792887 -0.965095 2.022307 0.1 0.1 0.1
H 0.410469 -3.765551 0.383386 0.3 -0.2 -0.1
H -1.170706 -2.420830 -0.839921 -0.2 -0.2 -0.3
H -1.554318 -3.019918 1.465949 -0.2 -0.3 0.1



19
Properties=species:S:1:pos:R:3:forces:R:3 method="wB97M-V/def2-TZVPD" charge=+1 e_above_lowest_kcal_mol=36.4 lumo_ev=-3.2 e_tot_ev=-16603.0636 spin_multiplicity=1
C 0.492455 -0.659424 1.286357 0.7 0.0 -2.1
C 0.706337 -1.434462 -0.037860 -0.8 -0.5 0.5
C 0.438761 0.793853 0.668285 -1.1 -2.7 -0.6
C -0.643886 0.483715 -0.394884 -0.1 4.3 -2.8
N 1.631739 1.119743 -0.054104 0.7 1.6 -0.2
N -0.330718 -0.886307 -0.985797 1.3 2.1 0.8
P -2.423428 0.409660 0.239652 0.4 -2.3 -0.2
H -0.513946 -0.921233 1.655408 1.0 0.0 0.8
H 1.427960 -0.921970 1.805029 -0.9 0.4 0.9
H 1.654724 -1.089954 -0.424798 0.1 -0.6 -0.3
H 0.560618 -2.514286 -0.038915 0.4 0.1 0.3
H 0.044699 1.525635 1.333607 -0.1 0.7 0.8
H -0.534669 1.451855 -1.303828 -0.4 -3.4 2.5
H 1.637077 2.155797 -0.272387 0.5 -1.8 0.4
H 2.485846 0.792636 0.413919 -0.4 0.8 -0.2
H 0.126822 -0.824170 -1.895343 -0.8 -0.1 -0.2
H -1.250282 -1.286988 -0.949124 0.0 -1.4 -0.7
H -2.929108 0.115701 -1.075282 0.1 0.0 0.4
H -2.581000 1.690199 0.030063 -0.6 2.8 -0.2



19
Properties=species:S:1:pos:R:3:forces:R:3 method="wB97M-V/def2-TZVPD" charge=+1 e_above_lowest_kcal_mol=62.4 lumo_ev=-3.3 e_tot_ev=-16601.9397 spin_multiplicity=1
C 3.148147 -0.763956 0.786970 1.9 1.0 1.5
C -1.446319 1.135988 0.894020 1.7 0.0 3.0
C -1.420761 -1.080093 -0.026393 1.6 -3.7 3.2
C -0.062925 0.610878 -1.109452 1.6 1.9 -0.7
N 2.170892 -0.109774 0.309708 0.4 -2.2 0.9
N -0.626186 0.082989 0.154963 -0.8 3.8 0.0
P 2.020808 1.067320 -0.862151 -2.9 1.9 1.7
H 3.110717 -1.605228 1.506161 -1.1 0.3 -0.4
H 4.248815 -0.456036 0.816404 -1.3 0.0 -1.2
H -2.283539 1.408614 0.401484 -2.2 1.0 -3.0
H -2.081305 0.771958 1.793444 2.3 0.0 -0.7
H -0.817743 2.064990 1.083472 -0.8 -1.5 0.0
H -2.381384 -0.950180 -0.432542 -1.2 0.5 -0.1
H -0.896125 -1.824310 -0.571490 0.6 -0.3 -1.3
H -1.316895 -1.651261 0.976235 -1.4 1.1 -1.2
H -0.435092 1.598887 -1.440923 -0.4 -0.7 0.5
H -0.265160 -0.139967 -1.854893 0.4 0.0 -0.4
H 0.254223 -0.035717 0.657425 0.3 -1.2 0.9
H 2.173740 0.324448 -1.916318 0.9 -1.8 -2.6



19
Properties=species:S:1:pos:R:3:forces:R:3 method="wB97M-V/def2-TZVPD" e_above_lowest_kcal_mol=12.5 lumo_ev=0.9 e_tot_ev=-18157.4774 spin_multiplicity=1
C 0.408821 1.550722 -0.762321 0.2 0.4 -0.3
N -0.605341 1.080883 0.147451 -0.5 -0.3 0.2
C -1.219390 -0.210256 -0.201444 0.5 0.3 0.6
C -1.345272 -1.094925 1.040181 -0.3 -0.4 0.4
S -0.939835 -2.830761 0.635303 0.1 0.1 -0.1
C 1.796968 1.012096 -0.431858 -0.2 0.3 -0.2
N 1.983822 -0.407501 -0.353370 0.3 -0.7 0.1
H 0.499361 2.633263 -0.662146 -0.1 0.1 0.1
H 0.142333 1.395195 -1.816781 0.0 -0.3 -0.1
H -1.338664 1.765230 0.265143 0.1 0.1 0.0
H -2.197645 -0.032525 -0.643424 -0.1 -0.3 -0.3
H -0.557105 -0.719631 -0.903881 -0.3 0.1 -0.2
H -2.351171 -1.138073 1.454960 -0.1 0.3 -0.1
H -0.697733 -0.727649 1.835432 0.2 0.0 -0.2
H -1.393317 -3.353933 1.778868 0.0 -0.1 0.0
H 2.045896 1.434603 0.537558 0.3 0.1 0.1
H 2.485384 1.411414 -1.185643 0.1 0.0 0.2
H 1.565608 -0.854533 0.451750 -0.1 0.2 -0.1
H 1.717274 -0.913613 -1.185777 0.0 0.1 0.0



19
Properties=species:S:1:pos:R:3:forces:R:3 method="wB97M-V/def2-TZVPD" e_above_lowest_kcal_mol=38.1 lumo_ev=0.8 e_tot_ev=-18156.3649 spin_multiplicity=1
N 0.177973 1.145336 1.360298 0.7 4.5 2.6
C 0.133148 0.518537 0.107685 -0.8 -0.7 0.1
C -1.001926 -0.550521 0.200002 1.2 -1.8 2.3
C -2.380678 -0.456965 -0.400677 1.5 2.6 0.0
S -2.304801 -0.728444 -2.158930 -1.1 -1.2 -1.7
C 1.350888 -0.334289 -0.090238 2.6 -1.1 -3.0
N 2.809496 0.075436 0.101753 -2.1 0.3 3.2
H 0.585839 0.592008 2.096366 -0.1 -0.5 0.0
H 0.625029 2.120700 1.500843 -0.9 -2.2 -1.0
H -0.048405 1.197003 -0.701515 -0.1 0.7 -0.3
H -1.060680 -0.851415 1.360916 0.0 0.8 -2.4
H -0.472005 -1.398770 -0.249372 -0.9 -0.4 0.0
H -2.765000 0.571323 -0.297883 -0.2 -0.5 0.5
H -3.018472 -1.182146 0.059578 -0.5 -0.4 -0.1
H -1.204853 -0.142456 -2.646815 0.2 0.3 0.8
H 1.342777 -0.698265 -1.220898 -0.1 0.2 2.4
H 1.134705 -1.158966 0.602407 0.8 -0.2 -0.3
H 2.918169 0.656419 1.000962 -0.3 -1.2 -1.8
H 3.178795 0.625476 -0.624482 0.2 0.8 -1.2



19
Properties=species:S:1:pos:R:3:forces:R:3 method="wB97M-V/def2-TZVPD" e_above_lowest_kcal_mol=24.1 lumo_ev="1.1 / 1.1" e_tot_ev=-8810.0076 spin_multiplicity=2
N -1.526160 -0.915231 0.253471 -0.5 0.4 0.6
C -1.907277 0.397631 0.861095 0.7 -0.8 0.3
C -0.101100 1.833380 1.788837 0.0 -0.2 0.1
C -0.850899 0.743912 1.890531 -0.4 0.4 -0.3
H -1.973273 -1.085144 -0.635852 0.0 0.2 -0.2
H -1.869232 -1.640260 0.870814 0.1 -0.2 0.0
H -2.869041 0.312919 1.368746 -0.3 0.3 -0.2
H -1.903058 1.170263 0.098280 -0.3 0.0 -0.1
H 0.710630 2.073987 2.462378 -0.1 0.0 0.2
H -0.258765 2.520063 0.966606 0.1 0.0 -0.1
H -0.765349 0.045071 2.717200 0.2 0.0 0.0
N 1.334663 -0.688790 -0.273800 0.8 0.1 -0.1
C 1.147411 -0.258945 -1.563534 -1.2 0.3 -0.2
N 1.914646 -0.752065 -2.607121 0.8 0.1 -0.2
H 2.158259 -1.230099 -0.090855 -0.1 0.0 0.4
H 0.596474 -0.587810 0.405786 0.2 -0.4 -0.3
H 0.547318 0.615980 -1.776955 0.2 0.0 0.1
H 1.560656 -0.596267 -3.533269 0.1 -0.2 0.0
H 2.510737 -1.554329 -2.478678 -0.3 0.0 0.0